No. 1
{"formula": "C46H127F6N12O18S2", "method": "ωB97M-V/def2-TZVPD", "symbols": ["S", "S", "F", "F", "F", "F", "F", "F", "O", "O", "O", "O", "O", "O", "O", "O", "O", "O", "O", "O", "O", "O", "O", "O", "O", "O", "N", "N", "N", "N", "N", "N", "N", "N", "N", "N", "N", "N", "C", "C", "C", "C", "C", "C", "C", "C", "C", "C", "C", "C", "C", "C", "C", "C", "C", "C", "C", "C", "C", "C", "C", "C", "C", "C", "C", "C", "C", "C", "C", "C", "C", "C", "C", "C", "C", "C", "C", "C", "C", "C", "C", "C", "C", "C", "H", "H", "H", "H", "H", "H", "H", "H", "H", "H", "H", "H", "H", "H", "H", "H", "H", "H", "H", "H", "H", "H", "H", "H", "H", "H", "H", "H", "H", "H", "H", "H", "H", "H", "H", "H", "H", "H", "H", "H", "H", "H", "H", "H", "H", "H", "H", "H", "H", "H", "H", "H", "H", "H", "H", "H", "H", "H", "H", "H", "H", "H", "H", "H", "H", "H", "H", "H", "H", "H", "H", "H", "H", "H", "H", "H", "H", "H", "H", "H", "H", "H", "H", "H", "H", "H", "H", "H", "H", "H", "H", "H", "H", "H", "H", "H", "H", "H", "H", "H", "H", "H", "H", "H", "H", "H", "H", "H", "H", "H", "H", "H", "H", "H", "H", "H", "H", "H", "H", "H", "H", "H", "H", "H", "H", "H", "H"], "positions_angstrom": [[1.182909, 0.590089, -0.315242], [-0.169174, -0.734425, 1.558155], [-0.125203, 2.855955, -1.022806], [-1.864562, -2.139088, 2.931197], [-2.827120, -0.632918, 1.627999], [-2.112471, -2.492693, 0.816556], [1.817415, 3.243475, -0.345697], [0.210751, 2.708041, 1.074658], [-2.483919, 0.982263, -1.046119], [2.157694, 4.346979, 4.343064], [-2.511157, 3.582438, -0.202832], [0.493636, 1.981779, -7.088479], [-2.875443, 3.215875, -4.515251], [1.651609, 0.391033, -1.670413], [-2.980857, 3.504021, 4.479528], [7.073765, -0.263248, -1.170611], [4.846740, -3.841817, 4.582844], [-0.225898, 0.382399, 2.503267], [-4.068045, -0.670039, 5.786024], [-1.336042, -1.354718, -2.192447], [2.439002, -3.652723, -0.332746], [0.862956, -1.742168, 1.867188], [-1.706444, -6.566737, 5.745888], [2.201586, 0.382424, 0.704808], [2.348067, 3.777731, -4.576686], [-3.721255, -1.422142, -3.922061], [-0.474149, -4.073579, -2.560097], [-4.897827, 1.380928, -5.822475], [-1.419027, -6.243799, 2.065152], [-5.122546, -0.085321, 3.200051], [0.949704, 0.926580, -4.350541], [-0.184518, 5.266000, 6.377175], [2.284518, -6.606590, 4.355698], [6.810500, -0.202563, 1.787588], [-0.268606, -0.255541, 0.013200], [3.268175, 6.108737, -5.982113], [1.869335, 5.343495, 1.444289], [-4.157926, -1.254058, -1.224869], [-4.118548, 2.437928, -6.477559], [3.114036, 4.819129, 2.003938], [3.184877, 5.017472, 3.513631], [-2.783467, -0.812541, 6.269038], [-4.760462, -2.395250, -2.021838], [-2.386397, 4.318801, -3.755013], [3.710249, -3.011768, -0.434063], [1.378604, 7.482014, -5.446801], [-5.119232, 2.901035, -7.608318], [3.175333, -5.523551, 3.885178], [-4.528765, -1.732496, 4.919057], [-3.206522, -5.216240, 3.441755], [-6.030284, -2.313430, 2.929831], [-1.723407, -7.042556, 4.405633], [5.739737, -4.283080, 3.602867], [-2.102660, 4.153593, 7.348530], [-1.846925, -7.546469, 6.730238], [-3.209471, -1.578564, -5.274175], [-2.385884, 2.324205, 3.975210], [1.813087, 2.252387, -7.646209], [-1.833146, -1.514196, 1.737523], [5.133035, 1.427370, 1.566490], [0.782250, -5.820975, -1.430246], [-4.040983, -2.667690, -3.340994], [-1.239972, 4.273322, 6.084153], [2.353263, -4.544380, 3.002495], [1.586969, -3.338462, -1.400307], [0.389428, 0.629591, -6.782336], [4.231301, 5.308397, 1.131211], [1.198480, 0.134246, -5.552707], [-1.762089, -5.841636, 3.424606], [2.112718, 2.918278, 4.289662], [0.740761, 2.462308, -0.130855], [2.246706, 6.277613, -4.985292], [0.798118, -1.272055, -5.174601], [-3.835880, 3.564734, -5.499926], [2.959515, 3.756653, -3.341831], [7.707916, 0.173129, -2.386811], [-1.962545, 4.508271, 4.724189], [-5.618323, -1.237365, 3.912391], [3.902276, -4.821779, 5.013841], [6.519492, 0.803474, -0.452332], [1.482383, 4.916114, -4.842540], [0.363054, -4.310930, -1.380307], [5.875790, 0.309323, 0.831546], [-6.244198, -2.142632, -2.201295], [-2.468879, 0.015258, 6.907020], [2.878894, -7.355822, 4.685995], [4.366820, -5.550220, 5.683414], [-1.306062, 4.702458, 3.874962], [-0.282651, -4.147480, -0.517045], [-0.871167, -2.167711, -2.410729], [-6.449857, -1.235170, -2.770021], [4.310396, -3.201406, 0.455802], [0.920864, 7.332832, -6.425276], [-3.947063, -5.876401, 2.989517], [1.071697, 5.025071, 1.978810], [0.428089, 5.256228, 5.572486], [-3.731798, -1.743474, -0.449413], [-1.372160, -4.487505, -2.346104], [-2.448279, -2.349598, -5.402272], [-2.605445, 3.190099, 7.258156], [0.527765, 7.818344, -4.852860], [1.489242, -1.680751, -4.437643], [-4.744631, 3.930791, -5.016569], [1.711227, 4.937657, 0.533014], [5.852403, 1.369006, -1.105154], [-3.215476, 4.743720, -3.186440], [-6.752805, -2.974894, -2.690984], [3.716045, 5.227441, -5.761725], [-2.791670, -8.089664, 6.655303], [-4.207914, -0.291754, 2.816050], [2.054202, 8.337425, -5.453711], [-6.496886, -0.934236, 4.483393], [2.019160, 2.536893, 3.272351], [1.236886, -6.098479, -0.478338], [-1.874493, 4.991559, -4.445372], [-1.730608, 0.634581, -0.544807], [3.055141, -3.840014, 2.554508], [-4.071197, -1.901322, -5.862299], [-2.107402, 4.401270, -0.495213], [-0.140535, -4.709807, -3.273107], [-6.949604, -2.017169, 2.425310], [0.791560, -1.952133, -6.029312], [3.853176, 4.381023, -3.420923], [0.712036, 5.018131, -4.076555], [-3.225937, 1.925615, -6.836447], [-0.239503, -1.316413, -4.844087], [1.696374, -5.020745, 2.274874], [1.312877, 2.541177, 4.926260], [2.002616, 1.638085, -8.526712], [-1.064298, -5.409242, 1.616482], [-0.643215, 0.425462, -6.492170], [-0.678793, 3.342993, 5.969263], [3.855118, -6.034963, 3.201549], [-1.833603, -7.087958, 7.718595], [4.286342, 6.396187, 1.189613], [-5.216247, -2.532880, 2.238317], [-3.521267, -5.016117, 4.466704], [2.911376, 6.066427, 3.635239], [1.966652, 3.316725, -7.828494], [-5.193236, 2.098342, -8.342693], [-5.292340, 0.836012, -6.579321], [-0.110893, -6.435796, -1.543103], [2.242546, 0.064832, -5.869423], [-0.977343, -5.142927, 3.718635], [3.167881, -4.390305, 5.694726], [4.173188, 4.814420, 3.926813], [1.497701, -6.046505, -2.221446], [-4.808117, 3.811113, -8.123176], [-3.644688, -2.121494, 4.412730], [6.259864, -5.134487, 4.045115], [-2.558576, 1.895943, -0.753024], [0.338585, 5.092663, 7.222684], [-3.400726, 4.437516, -5.992777], [-2.584545, -1.725399, 6.832920], [0.497656, -0.061818, -7.620983], [-2.963872, 3.813530, 0.610712], [-3.150666, -3.271410, -3.157168], [-1.086212, -8.328994, 6.697358], [5.166153, -0.495107, 0.628700], [-0.601568, -6.837400, 2.126608], [-4.739776, -3.287963, -1.393231], [-1.994881, 1.673896, 4.758055], [-1.773461, 2.527892, 3.096844], [-6.275453, -3.262195, 3.409791], [-2.848691, 4.947187, 7.408728], [-4.929529, 0.650314, 3.866368], [-2.633319, -7.626855, 4.254991], [-4.849791, -0.796583, -0.642913], [2.151125, -3.630719, -2.289499], [3.107668, 3.737759, 1.843088], [5.725102, 2.234005, 2.003198], [3.608806, -1.933793, -0.568277], [4.540259, 1.966042, 0.826115], [-6.133349, 3.018831, -7.226373], [5.233291, -4.514288, 2.664925], [-3.262086, 1.785599, 3.612754], [-0.851942, -7.668804, 4.205238], [-2.486381, 5.455106, 4.866701], [-0.864654, -1.001672, -1.432380], [7.069233, 0.754079, -3.053165], [6.362253, -0.757690, 2.504351], [1.818941, -6.999314, 3.548746], [-2.859932, -0.600113, -5.600070], [-6.778110, -2.066310, -1.253114], [5.200051, 4.944751, 1.476859], [7.349078, -0.913669, 1.307652], [2.835840, 6.477096, -4.089367], [-1.989353, -0.676512, 5.530595], [8.054316, -0.722431, -2.901767], [3.344173, 2.763705, -3.108909], [-4.639068, -3.336767, -3.965035], [1.021618, 4.744570, -5.815469], [1.131496, 1.895550, -4.574785], [2.370409, 4.157430, -2.516209], [-3.322736, -4.255976, 2.938853], [1.706103, -3.807468, 3.481148], [7.338235, 1.463271, -0.154391], [6.396530, -3.443960, 3.373765], [4.105842, 4.963269, 0.105291], [4.307237, -3.398828, -1.262321], [3.011802, 2.449486, 4.695117], [-4.935520, -2.538177, 5.533301], [4.623380, 1.065022, 2.459097], [1.506050, 0.656358, -3.550506], [2.892512, 5.860270, -6.889055], [-1.662729, 4.026065, -2.994516], [-1.614232, 4.203973, 8.321598], [2.666768, 2.152286, -6.972991], [8.595636, 0.757211, -2.138361], [1.410315, -2.264536, -1.334147], [-5.743767, 1.884327, -5.582916]], "forces_ev_per_a": [[0.626, -0.816, 0.491], [2.168, 0.217, 1.974], [-0.649, -0.213, -0.981], [0.023, 0.740, -0.317], [0.816, -0.107, 0.237], [0.767, 0.747, 0.629], [0.490, -0.956, 0.401], [0.765, -0.143, -0.276], [-0.020, 0.282, 0.284], [0.625, 0.107, -1.115], [-0.228, 0.528, 0.271], [2.096, 0.749, -0.866], [0.265, -0.632, 0.433], [-1.069, 0.380, 1.137], [1.767, 1.390, 0.177], [0.203, -0.367, -1.237], [-1.314, 0.367, 0.590], [-0.429, -1.158, -0.816], [-1.299, 0.066, -0.566], [-0.030, -0.266, -0.379], [1.066, -0.336, 1.042], [-2.385, 1.014, -0.879], [0.192, 0.415, -0.359], [-1.104, 0.559, -0.669], [-1.726, 0.679, -1.451], [0.520, -0.971, -1.414], [-0.065, -0.191, -0.179], [-0.345, -0.033, 0.512], [0.040, -0.475, -0.191], [-0.035, 0.649, -0.265], [0.003, 0.741, -1.332], [-0.879, 0.940, -1.449], [0.192, 0.255, 0.746], [2.066, -1.031, 0.020], [3.306, 1.242, 0.786], [1.235, -0.511, -0.867], [-0.481, 0.689, 0.411], [-0.369, -1.760, 0.063], [-1.884, -0.183, -0.361], [-1.053, -2.125, -0.437], [-1.138, 0.504, 0.330], [1.662, 0.375, 0.269], [-0.767, 0.911, 1.226], [-0.564, -0.726, -0.495], [-0.395, -0.145, -0.053], [0.125, -0.036, 0.706], [1.498, 0.276, -0.186], [-1.554, -0.071, -1.409], [-0.021, 0.135, 0.329], [0.692, 0.085, 0.401], [-0.093, -0.506, 0.320], [-0.363, 0.645, -0.118], [-0.104, 0.162, 0.178], [-1.030, -0.293, -0.999], [-0.301, -0.551, 0.107], [-1.319, 0.187, 1.231], [-1.853, -0.496, -0.388], [-0.225, 0.468, 0.628], [-0.770, -1.666, -0.932], [-0.027, 0.839, -0.594], [0.111, 0.930, 1.280], [0.542, 0.687, 0.671], [1.837, -0.464, 1.012], [0.562, 0.717, 0.571], [0.087, -1.307, 0.173], [-1.180, -1.381, 1.961], [1.000, 0.640, 0.831], [-0.066, -0.304, 0.065], [-1.036, 0.289, 0.576], [0.648, -0.008, -0.159], [-0.494, -0.553, 0.052], [-0.912, -0.705, -0.356], [-0.536, -0.777, -0.891], [1.357, 0.611, 0.477], [1.411, 0.742, 0.621], [0.237, -0.645, 0.963], [-1.417, 0.677, 1.937], [1.071, -0.079, 0.980], [-0.015, -0.310, 0.232], [0.602, 0.169, 0.639], [0.636, 0.688, 0.382], [0.578, -0.478, -0.408], [-1.386, 0.614, 0.767], [-0.724, 0.030, -0.366], [-0.944, 0.196, 0.490], [-0.021, -0.196, 0.273], [0.597, -0.407, -0.222], [0.364, -0.649, -0.020], [0.284, 0.164, 0.243], [0.084, -0.245, -0.225], [0.117, 0.062, -0.063], [-0.386, -0.046, 0.250], [0.471, -0.211, -0.259], [0.241, -0.307, -0.039], [-0.011, 0.001, 0.360], [0.600, 0.202, 0.245], [1.111, 0.047, -0.251], [-0.407, 0.310, 0.057], [0.326, 0.025, 0.448], [-0.361, 0.086, 0.357], [0.109, -0.535, 0.634], [-0.236, 0.021, 0.200], [-0.441, -0.204, 0.032], [0.266, 0.309, 0.067], [-0.447, 0.028, 0.210], [-0.089, 0.615, -0.223], [0.157, -0.098, -0.362], [0.555, -0.043, 0.280], [-0.358, 0.064, -0.193], [-0.349, -0.080, -0.083], [-0.018, 0.023, -0.426], [-0.011, 0.061, 0.138], [-0.365, 0.007, -0.025], [0.191, -0.120, -0.020], [-0.216, 0.589, 0.112], [-0.489, 0.115, -0.361], [0.002, -0.334, -0.712], [-0.018, 0.091, -0.532], [0.123, 0.096, -0.137], [0.269, 0.260, -0.479], [0.295, 0.171, -0.360], [0.437, -0.083, -0.285], [0.296, 0.248, 0.392], [-0.107, -0.324, 0.161], [0.259, 0.666, -0.266], [0.138, 0.271, 0.615], [0.498, -0.217, -0.293], [-0.305, 0.390, -0.241], [-0.134, 0.118, -0.171], [-0.159, 0.128, -0.375], [-0.321, 0.536, 0.096], [-0.419, -0.636, -0.014], [0.604, 0.452, -0.016], [0.162, 0.228, -0.161], [-0.073, 0.113, -0.364], [-0.129, 0.169, -0.285], [0.105, -0.156, 0.157], [0.315, 0.146, 0.478], [-0.955, 0.119, -0.636], [0.156, 0.021, -0.128], [0.369, -0.706, -0.134], [-0.035, 0.033, -0.132], [0.484, 0.307, 0.091], [-0.383, 0.336, 0.736], [-0.037, 0.680, -0.375], [0.079, -0.121, -0.092], [-0.041, 0.187, -0.146], [-0.066, 0.088, -0.112], [-0.144, -0.092, -0.385], [0.496, -0.216, -0.617], [0.017, -0.034, -0.129], [-0.106, -0.379, -0.115], [-0.204, 0.141, -0.696], [-0.227, -0.277, -0.071], [0.757, 0.200, -0.433], [-0.191, -0.058, 0.197], [0.540, 0.236, 0.156], [0.431, 0.107, -0.123], [-0.432, 0.268, -0.626], [0.144, -0.256, -0.128], [0.389, -0.428, -0.202], [0.754, 0.259, -0.120], [0.564, -0.204, 0.347], [0.102, -0.037, 0.302], [-0.176, 0.007, -0.290], [-0.218, 0.122, 0.161], [-0.069, -0.309, -0.105], [-0.861, 0.427, -0.704], [-0.164, 0.522, -0.713], [0.130, -0.424, 0.148], [0.982, -0.265, -0.302], [-0.115, 0.134, 0.056], [-0.899, -0.271, 0.405], [0.137, 0.281, 0.298], [0.058, -0.376, -0.035], [0.175, -0.285, -0.274], [0.206, -0.111, 0.041], [-0.346, 0.048, -0.135], [-0.172, -0.039, -0.210], [-0.311, 0.008, 0.159], [-0.495, 0.340, 0.197], [-0.156, 0.118, -0.130], [0.011, -0.110, 0.090], [0.278, 0.214, 0.259], [0.050, -0.189, 0.018], [0.506, -0.047, -0.100], [-0.567, 0.325, 0.397], [-0.159, -0.672, -0.810], [-0.172, -0.005, -0.011], [-0.498, -0.201, -0.069], [-0.566, 0.253, -0.398], [-0.121, -0.379, 0.094], [0.056, 0.214, 0.253], [-0.340, -0.194, -0.064], [0.481, -0.044, -0.248], [-0.122, -0.437, 0.879], [0.124, 0.402, 0.068], [0.264, -0.151, 0.275], [-0.157, 0.172, 0.003], [-0.146, -0.131, -0.368], [0.404, 0.241, 0.075], [-0.041, -0.152, 0.179], [-0.683, -0.257, -0.518], [-0.128, -0.148, -0.272], [-0.547, 0.442, -0.256], [0.037, -0.718, -0.317], [0.704, -0.191, -0.351], [-0.316, -0.936, 0.632], [0.049, 0.257, -0.007], [-0.705, -0.037, -0.570], [-0.257, -0.093, 0.951]], "homo_lumo_gap_ev": 7.88, "lumo_ev": 2.105, "max_force_ev_per_a": 3.62, "multiplicity": 1, "total_charge": -1}

No. 2
{"formula": "C2FNO5", "method": "ωB97M-V/def2-TZVPD", "symbols": ["F", "O", "O", "O", "O", "O", "N", "C", "C"], "positions_angstrom": [[3.222290, 0.812392, -0.857502], [4.138120, -0.753774, 0.293444], [-2.668639, -0.456116, -0.078722], [-0.262551, 0.331212, -0.773955], [-0.029905, -0.404152, 1.399222], [-4.515429, 0.838092, 0.289495], [3.836228, -0.546692, -0.781577], [-0.104588, 0.045762, 0.338023], [-3.615530, 0.133279, 0.171572]], "forces_ev_per_a": [[-0.014, -0.093, -0.103], [-0.186, 0.006, -0.915], [1.072, -1.562, 0.179], [0.606, 0.709, 0.167], [0.379, 0.402, 0.735], [-1.135, 0.297, 0.646], [0.185, 0.075, 1.038], [-0.554, -0.990, -0.998], [-0.352, 1.157, -0.749]], "homo_lumo_gap_ev": 11.46, "lumo_ev": -0.947, "de_lowest_kcal_mol": 0.9, "max_force_ev_per_a": 1.90, "multiplicity": 1, "smiles": "O=C=O.O=C=O.O=NF"}